(1)
19
Properties=species:S:1:pos:R:3:lowdin_charge:R:1 method="wB97M-V/def2-TZVPD" homo_lumo_gap_ev=9.190 de_lowest_kj_mol=223.2 smiles="C=[NH+]C(=C)CCC" homo_energy_ev=-14.58 spin_multiplicity=1 charge=+1
C 2.642 -0.043 -0.398 0.144
N 1.479 -0.025 0.099 0.105
C 0.245 0.594 -0.529 -0.282
C 0.260 0.525 -1.844 0.131
C -0.809 1.133 0.346 -0.158
C -1.427 0.038 1.262 -0.201
C -1.380 -1.387 0.673 -0.090
H 3.305 -0.882 -0.084 0.137
H 3.163 0.675 -1.106 0.159
H 1.294 -0.581 0.946 0.175
H 1.188 0.322 -2.353 0.074
H -0.554 0.733 -2.517 0.100
H -1.495 1.696 -0.313 0.137
H -0.375 1.979 0.907 0.132
H -2.497 0.195 1.408 0.116
H -0.796 0.231 2.160 0.116
H -2.098 -2.043 1.109 0.077
H -1.750 -1.341 -0.316 0.066
H -0.395 -1.820 0.550 0.061

=====

(2)
138
Properties=species:S:1:pos:R:3:lowdin_charge:R:1 method="wB97M-V/def2-TZVPD" homo_lumo_gap_ev=3.033 homo_energy_ev=-1.28 spin_multiplicity=1 charge=-1
C 5.208 -0.698 4.814 -0.370
N 3.933 -1.382 4.731 -0.209
F 2.932 -0.192 4.918 -0.407
H 5.718 -0.615 3.825 0.018
H 5.069 0.314 5.192 0.018
H 5.881 -1.241 5.499 0.024
N 0.502 2.420 3.127 0.042
C -0.690 2.635 2.569 -0.198
C -1.642 1.650 2.367 -0.095
C -1.341 0.357 2.778 -0.097
C -0.117 0.120 3.380 -0.045
C 0.776 1.174 3.532 -0.127
H -0.879 3.657 2.249 0.079
H -2.582 1.886 1.882 0.088
H -2.039 -0.456 2.616 0.066
H 0.174 -0.868 3.713 0.112
H 1.747 0.986 3.984 0.082
N -2.535 -2.423 1.229 0.051
C -3.702 -2.370 0.585 -0.143
C -3.896 -2.892 -0.685 -0.069
C -2.824 -3.496 -1.325 -0.086
C -1.605 -3.551 -0.666 -0.079
C -1.511 -3.003 0.606 -0.152
H -4.505 -1.869 1.113 0.064
H -4.863 -2.815 -1.163 0.098
H -2.934 -3.901 -2.322 0.073
H -0.737 -4.007 -1.125 0.099
H -0.572 -3.022 1.150 0.111
N -3.100 -3.379 -4.825 0.057
C -1.849 -3.481 -5.265 -0.141
C -1.514 -3.587 -6.606 -0.069
C -2.534 -3.592 -7.543 -0.074
C -3.843 -3.486 -7.100 -0.074
C -4.071 -3.380 -5.736 -0.149
H -1.077 -3.474 -4.501 0.105
H -0.482 -3.658 -6.904 0.066
H -2.313 -3.675 -8.599 0.106
H -4.672 -3.484 -7.794 0.099
H -5.081 -3.290 -5.351 0.104
N 3.045 0.833 -1.721 0.051
C 2.640 1.431 -0.601 -0.145
C 1.425 1.176 0.017 -0.051
C 0.581 0.241 -0.562 -0.069
C 0.987 -0.393 -1.726 -0.078
C 2.223 -0.063 -2.263 -0.164
H 3.330 2.151 -0.174 0.103
H 1.137 1.690 0.921 0.069
H -0.375 0.009 -0.108 0.094
H 0.359 -1.133 -2.208 0.086
H 2.579 -0.547 -3.167 0.064
N -6.304 -0.527 1.760 0.046
C -5.592 0.177 2.639 -0.142
C -6.160 0.968 3.627 -0.061
C -7.542 1.039 3.710 -0.074
C -8.292 0.310 2.799 -0.076
C -7.630 -0.454 1.850 -0.156
H -4.513 0.099 2.547 0.090
H -5.526 1.513 4.313 0.102
H -8.031 1.643 4.468 0.066
H -9.374 0.332 2.824 0.096
H -8.187 -1.038 1.125 0.100
N 3.648 -1.842 -4.988 0.060
C 4.823 -1.967 -5.601 -0.145
C 4.965 -2.029 -6.981 -0.072
C 3.827 -1.953 -7.766 -0.081
C 2.597 -1.822 -7.141 -0.082
C 2.563 -1.773 -5.755 -0.170
H 5.690 -2.019 -4.951 0.110
H 5.947 -2.128 -7.424 0.101
H 3.895 -1.993 -8.845 0.106
H 1.681 -1.756 -7.713 0.101
H 1.620 -1.666 -5.227 0.103
N -9.456 2.723 5.969 0.047
C -8.707 3.409 6.830 -0.144
C -9.230 4.214 7.830 -0.070
C -10.607 4.315 7.941 -0.081
C -11.400 3.608 7.051 -0.075
C -10.778 2.829 6.088 -0.148
H -7.633 3.305 6.711 0.107
H -8.571 4.746 8.503 0.102
H -11.055 4.934 8.708 0.104
H -12.479 3.657 7.100 0.100
H -11.364 2.259 5.376 0.104
N 7.033 1.679 6.513 0.078
C 7.832 2.386 5.721 -0.144
C 8.961 3.057 6.172 -0.084
C 9.273 2.989 7.521 -0.100
C 8.448 2.254 8.357 -0.086
C 7.344 1.619 7.803 -0.146
H 7.551 2.411 4.673 0.108
H 9.578 3.617 5.481 0.094
H 10.144 3.499 7.913 0.097
H 8.652 2.172 9.417 0.093
H 6.675 1.028 8.420 0.107
N 1.603 -6.684 -7.423 0.058
C 1.858 -5.518 -6.830 -0.140
C 3.103 -5.146 -6.356 -0.060
C 4.152 -6.042 -6.497 -0.065
C 3.907 -7.261 -7.106 -0.066
C 2.621 -7.532 -7.552 -0.175
H 1.018 -4.850 -6.727 0.067
H 3.245 -4.185 -5.887 0.070
H 5.141 -5.791 -6.135 0.107
H 4.691 -7.996 -7.230 0.101
H 2.393 -8.475 -8.031 0.088
N 1.723 -10.276 -6.105 0.060
C 0.509 -9.977 -6.568 -0.152
C -0.485 -10.923 -6.770 -0.070
C -0.207 -12.249 -6.481 -0.086
C 1.050 -12.574 -5.999 -0.079
C 1.974 -11.554 -5.828 -0.154
H 0.329 -8.929 -6.786 0.088
H -1.454 -10.622 -7.144 0.101
H -0.958 -13.016 -6.626 0.103
H 1.313 -13.595 -5.757 0.098
H 2.967 -11.769 -5.448 0.102
N 1.828 8.167 0.970 0.043
C 0.662 8.400 0.369 -0.170
C -0.300 7.426 0.156 -0.077
C -0.037 6.135 0.589 -0.078
C 1.171 5.873 1.214 -0.055
C 2.066 6.920 1.378 -0.138
H 0.493 9.422 0.045 0.102
H -1.231 7.675 -0.336 0.098
H -0.761 5.344 0.441 0.098
H 1.415 4.878 1.567 0.097
H 3.021 6.755 1.864 0.109
N 3.849 11.692 3.476 0.048
C 3.388 12.311 4.562 -0.170
C 2.150 12.052 5.127 -0.086
C 1.341 11.097 4.531 -0.084
C 1.804 10.443 3.401 -0.072
C 3.061 10.774 2.916 -0.151
H 4.049 13.052 5.000 0.097
H 1.831 12.585 6.013 0.095
H 0.366 10.865 4.941 0.102
H 1.213 9.691 2.901 0.077
H 3.448 10.274 2.036 0.094

=====

(3)
69
Properties=species:S:1:pos:R:3:lowdin_charge:R:1 method="wB97M-V/def2-TZVPD" homo_lumo_gap_ev=8.292 de_lowest_kj_mol=647.7 smiles="NC(N)=O.NC(N)=O.NC(N)=O.CCO.CCO.CCO.CO.CO.CO" homo_energy_ev=-8.64 spin_multiplicity=1 charge=0
N -3.098 0.061 -1.865 0.182
C -4.320 0.456 -2.008 -0.638
N -5.245 -0.342 -1.520 0.125
O -4.680 1.709 -2.441 -0.128
H -2.350 0.726 -2.072 0.072
H -2.821 -0.856 -1.475 0.094
H -6.217 0.019 -1.410 0.134
H -5.013 -1.320 -1.242 0.124
N 1.338 0.243 -2.149 0.179
C 0.215 0.506 -1.602 -0.654
N 0.000 -0.066 -0.474 0.181
O -0.614 1.468 -2.050 -0.083
H 1.545 0.880 -2.894 0.148
H 1.822 -0.625 -1.949 0.097
H -0.835 0.178 0.197 0.108
H 0.694 -0.732 -0.157 0.077
N 2.951 2.138 -0.972 0.134
C 2.707 3.419 -0.976 -0.623
N 1.453 3.730 -1.161 0.161
O 3.746 4.353 -0.756 -0.177
H 3.956 1.938 -0.680 0.150
H 2.332 1.391 -1.318 0.039
H 1.024 4.703 -1.058 0.159
H 0.755 2.983 -1.345 0.077
C -1.195 -3.038 2.315 -0.068
C -0.393 -2.667 3.537 -0.287
O 0.975 -2.717 3.219 -0.074
H -2.192 -2.697 2.445 0.061
H -1.303 -4.102 2.114 0.085
H -0.871 -2.414 1.469 0.063
H -0.791 -3.244 4.364 0.121
H -0.465 -1.673 3.844 0.085
H 1.270 -3.616 3.209 0.095
C 3.711 -2.454 -1.653 -0.062
C 3.374 -1.588 -0.413 -0.300
O 2.050 -1.852 0.030 -0.118
H 3.759 -3.510 -1.458 0.069
H 4.700 -2.187 -2.111 0.097
H 3.080 -2.262 -2.521 0.063
H 3.577 -0.540 -0.614 0.093
H 4.059 -1.771 0.419 0.111
H 2.057 -2.794 0.263 0.104
C -0.640 2.139 1.698 -0.044
C -1.423 0.951 2.226 -0.292
O -2.025 0.310 1.163 -0.078
H 0.300 1.820 1.352 0.029
H -0.339 2.890 2.414 0.093
H -1.213 2.532 0.898 0.068
H -2.131 1.331 2.913 0.111
H -0.789 0.287 2.807 0.103
H -2.915 0.216 1.468 0.113
C 2.870 0.330 2.316 -0.154
O 2.343 -0.451 3.377 -0.115
H 3.620 -0.323 1.813 0.065
H 3.274 1.279 2.656 0.092
H 2.184 0.581 1.541 0.029
H 1.899 -1.229 3.015 0.016
C -0.408 -3.383 -1.453 -0.172
O -1.334 -2.320 -1.398 -0.142
H 0.461 -3.101 -2.099 0.076
H -0.820 -4.352 -1.842 0.098
H 0.145 -3.691 -0.537 0.058
H -0.855 -1.491 -1.160 0.023
C -2.577 4.053 -1.645 -0.191
O -3.235 4.191 -0.424 -0.149
H -3.084 4.737 -2.288 0.069
H -2.634 3.032 -2.045 0.046
H -1.508 4.317 -1.626 0.063
H -3.940 3.483 -0.255 0.113

=====

(4)
53
Properties=species:S:1:pos:R:3:lowdin_spin:R:1 method="wB97M-V/def2-TZVPD" homo_lumo_gap_ev="3.441 / 3.737" de_lowest_kj_mol=269.5 homo_energy_ev="-0.92 / -1.22" s2=3.870 spin_multiplicity=4 charge=-1
O -0.772 0.271 -1.862 0.000
C 0.563 0.881 -1.780 0.001
C -0.016 2.282 -1.926 0.000
H 1.195 0.612 -2.621 0.000
H 1.008 0.596 -0.822 0.002
C -1.383 1.588 -1.652 0.000
H 0.014 2.702 -2.935 0.000
H 0.258 3.001 -1.183 0.000
C -2.432 1.683 -2.732 0.000
H -2.025 1.292 -3.684 0.000
H -2.776 2.702 -2.857 0.000
H -3.297 1.110 -2.413 0.000
C -1.837 1.922 -0.232 0.000
H -1.020 1.929 0.500 0.000
H -2.595 1.214 0.119 0.000
H -2.252 2.945 -0.210 0.000
V 0.549 -0.150 2.964 2.462
C 1.227 1.658 3.833 0.044
C 2.228 0.639 4.005 0.055
C 2.663 0.204 2.703 0.061
H 2.666 0.310 4.950 0.005
C 1.941 0.979 1.727 0.076
C 1.034 1.859 2.424 0.033
H 0.420 2.628 1.963 0.002
H 0.723 2.208 4.639 0.004
H 3.416 -0.540 2.497 0.013
H 2.161 1.007 0.659 0.012
C -1.244 -1.233 4.429 0.019
C -1.828 0.092 4.069 0.125
C -1.871 0.222 2.696 0.011
H -2.188 0.801 4.820 0.012
C -1.443 -1.033 2.073 0.047
C -1.072 -1.919 3.096 0.062
H -0.862 -2.985 3.011 0.014
H -1.709 -1.816 5.242 0.014
H -2.307 1.057 2.150 -0.001
H -1.458 -1.253 0.997 0.005
O 0.961 -1.481 -2.933 0.000
C 0.174 -1.004 -4.108 0.000
C 0.606 -1.746 -5.395 0.000
H 0.237 0.093 -4.249 0.000
H -0.891 -1.242 -3.895 0.000
C 1.590 -2.831 -4.912 0.000
H 1.089 -1.057 -6.101 0.000
H -0.297 -2.163 -5.846 0.000
C 1.526 -2.768 -3.357 0.000
H 2.615 -2.598 -5.232 0.000
H 1.353 -3.837 -5.282 0.000
H 2.519 -2.906 -2.888 0.000
H 0.838 -3.572 -3.009 0.000
S 1.185 -0.647 7.527 -0.059
C 0.582 -0.803 6.101 -0.062
N 0.233 -0.903 4.921 0.045

=====

(5)
61
Properties=species:S:1:pos:R:3:lowdin_charge:R:1 method="wB97M-V/def2-TZVPD" homo_lumo_gap_ev=7.900 de_lowest_kj_mol=7.0 homo_energy_ev=-13.25 spin_multiplicity=1 charge=+2
Ba -0.040 0.601 -0.082 2.010
N -0.748 -1.745 1.610 -0.086
C -1.867 -1.467 2.524 -0.275
C -1.479 -0.615 3.729 -0.190
C -1.397 0.894 3.554 -0.269
N -0.209 1.357 2.808 -0.093
H -1.049 -2.411 0.903 0.077
H -0.006 -2.228 2.109 0.083
H -2.313 -2.394 2.898 0.115
H -2.644 -0.947 1.950 0.096
H -0.535 -0.989 4.145 0.122
H -2.224 -0.799 4.505 0.120
H -1.429 1.347 4.548 0.118
H -2.286 1.243 3.018 0.106
H 0.628 0.977 3.246 0.080
H -0.109 2.361 2.934 0.079
C 3.682 5.109 -6.742 -0.033
C 3.035 4.490 -5.539 -0.248
C 1.989 3.576 -5.687 -0.022
C 1.409 2.965 -4.593 -0.052
C 1.869 3.284 -3.321 -0.309
C 2.908 4.189 -3.140 -0.047
C 3.479 4.788 -4.253 -0.014
S 1.252 2.463 -1.907 0.520
O 1.846 3.092 -0.741 -0.329
O -0.249 2.587 -1.899 -0.525
N 1.524 0.895 -1.957 -0.366
C 2.680 0.377 -1.257 -0.442
C 3.967 0.755 -1.595 -0.002
C 5.025 0.215 -0.884 -0.027
C 4.767 -0.689 0.130 -0.046
C 3.450 -1.023 0.392 -0.135
N 2.407 -0.513 -0.268 -0.060
H 2.979 5.203 -7.568 0.085
H 4.511 4.485 -7.083 0.097
H 4.084 6.095 -6.514 0.086
H 1.633 3.336 -6.682 0.122
H 0.617 2.239 -4.731 0.117
H 3.257 4.427 -2.145 0.117
H 4.284 5.499 -4.116 0.125
H 4.132 1.447 -2.410 0.120
H 6.043 0.491 -1.125 0.123
H 5.561 -1.145 0.703 0.115
H 3.217 -1.746 1.166 0.112
N -5.767 -0.229 -0.280 0.149
C -5.037 0.080 -1.563 -0.149
P -3.555 1.051 -1.026 0.383
O -3.985 1.639 0.283 -0.337
O -2.336 0.199 -1.100 -0.546
C -3.439 2.477 -2.187 -0.172
N -2.768 3.604 -1.465 0.150
H -5.523 -1.149 0.087 0.172
H -6.780 -0.196 -0.386 0.173
H -5.455 0.489 0.405 0.121
H -5.713 0.656 -2.191 0.110
H -4.783 -0.847 -2.071 0.114
H -4.439 2.795 -2.478 0.110
H -2.847 2.254 -3.072 0.117
H -3.090 3.630 -0.491 0.147
H -2.969 4.502 -1.903 0.175
H -1.729 3.441 -1.486 0.105

=====

| no. | energy (a.u.) | maximum force (eV/A) |
| --- | --- | --- |
| 1 | -290.2369 | 2.69 |
| 2 | -3173.7720 | 0.88 |
| 3 | -1487.9844 | 8.81 |
| 4 | -2326.1207 | 6.17 |
| 5 | -2060.6038 | 2.93 |